C41H37F5OsP2 as an isolated structure at a distorted geometry. Source: the OMol25 dataset; level of theory: ωB97M-V with the def2-TZVPD basis set.

* expectation value of S²: 6.0446
* charge: +2
* frontier orbital gap (alpha / beta): 6.76 / 5.19 eV
* spin multiplicity: 5
* E_tot: -77727.1259 eV

Positions of all 86 atoms, in Å:
Os 1.028 -1.288 -1.551
C 1.550 0.936 -1.023
C 2.086 0.539 -2.264
C 3.543 0.217 -2.462
C 3.989 -1.132 -1.871
C 2.887 -1.948 -1.220
C 2.308 -1.520 0.056
C 2.802 -0.302 0.824
C 2.256 1.050 0.306
C 0.245 -3.119 -1.339
H 0.662 1.576 -1.126
H 1.633 0.978 -3.160
H 4.200 0.999 -2.040
H 3.729 0.237 -3.554
H 4.422 -1.751 -2.681
H 4.815 -0.943 -1.159
H 2.927 -3.030 -1.405
H 2.034 -2.362 0.707
H 3.900 -0.248 0.848
H 2.505 -0.421 1.876
H 1.565 1.502 1.029
H 3.081 1.791 0.280
H -0.847 -2.949 -1.377
H 0.501 -3.477 -0.326
H 0.478 -3.952 -2.024
P 2.468 -4.577 -6.192
P 3.082 -6.267 -4.386
C 4.252 -4.552 -5.962
C 4.580 -5.478 -5.008
C 2.331 -4.870 -8.043
C 3.419 -4.690 -8.919
C 3.279 -4.864 -10.291
C 2.050 -5.262 -10.820
C 0.986 -5.549 -9.956
C 1.128 -5.361 -8.575
C 1.772 -2.965 -5.767
C 0.930 -2.804 -4.643
C 0.434 -1.538 -4.355
C 0.539 -0.498 -5.283
C 1.329 -0.664 -6.426
C 1.964 -1.896 -6.654
C 3.362 -8.010 -5.012
C 3.224 -8.337 -6.373
C 3.474 -9.638 -6.827
C 3.808 -10.651 -5.911
C 3.879 -10.355 -4.546
C 3.657 -9.047 -4.109
C 3.314 -6.394 -2.586
C 2.251 -6.893 -1.793
C 2.400 -7.003 -0.418
C 3.585 -6.588 0.205
C 4.631 -6.053 -0.581
C 4.480 -5.942 -1.966
H 4.947 -3.903 -6.498
H 5.592 -5.709 -4.647
H 4.389 -4.420 -8.518
H 4.127 -4.683 -10.958
H 1.911 -5.354 -11.900
H 0.039 -5.902 -10.354
H 0.302 -5.585 -7.907
H 0.644 -3.650 -4.032
H -0.099 -1.331 -3.395
H -0.022 0.424 -5.104
H 1.461 0.158 -7.142
H 2.568 -2.058 -7.551
H 2.897 -7.586 -7.083
H 3.386 -9.882 -7.882
H 3.971 -11.672 -6.255
H 4.069 -11.154 -3.814
H 3.669 -8.841 -3.036
H 1.316 -7.195 -2.267
H 1.578 -7.416 0.182
H 3.691 -6.658 1.286
H 5.544 -5.718 -0.101
H 5.282 -5.486 -2.551
F -1.445 0.635 -2.493
C -1.583 0.367 -1.156
C -0.719 -0.515 -0.505
C -0.939 -0.647 0.866
F -0.261 -1.576 1.591
C -1.827 0.171 1.579
F -1.808 0.186 2.927
C -2.667 1.038 0.915
F -3.504 1.853 1.587
C -2.569 1.084 -0.474
F -3.392 1.919 -1.132